# C4H6O

C4H6O in the gas phase (ωB97M-V/def2-TZVPD, the OMol25 dataset).

Output
structure (SMILES) = C=C[C@H]1CO1

Geometry as ORCA input:
```
! RIJCOSX wB97M-V def2-TZVPD def2/J DEFGRID3
* xyz 0 1
C -1.86226 -0.46525 0.14113
C -1.04872 0.59500 0.00283
C 0.41126 0.56428 -0.32990
C 1.43328 0.05998 0.61268
H -1.51422 -1.47248 0.01418
H -2.92574 -0.33468 0.32303
H -1.41542 1.60886 0.08812
H 0.63056 1.32078 -1.07068
H 1.01584 -0.30658 1.56043
H 2.48095 0.41543 0.58133
O 1.01583 -0.71942 -0.50710
*
```


# C4H6O

A molecular structure, C4H6O (ωB97M-V/def2-TZVPD, the OMol25 dataset).

Geometry as ORCA input:
```
! RIJCOSX wB97M-V def2-TZVPD def2/J DEFGRID3
* xyz 0 1
O 2.79188 -0.19642 0.04571
C 1.68389 -0.30504 -0.23531
C 0.09236 0.18500 0.82522
C -0.74788 0.97779 -0.12902
C -0.99039 -0.42067 0.29468
H 0.45353 -1.19082 -1.28561
H 0.53728 0.33348 1.79868
H -1.37942 1.79501 0.22355
H -0.32946 1.13984 -1.13201
H -1.80064 -1.08179 0.56111
H -0.31114 -1.23637 -0.96699
*
```


# C4H6O

C4H6O in the gas phase (ωB97M-V/def2-TZVPD, the OMol25 dataset).

Output
structure (SMILES) = C=C/C=C/O

Geometry as ORCA input:
```
! RIJCOSX wB97M-V def2-TZVPD def2/J DEFGRID3
* xyz 0 1
C 1.99580 0.30785 -0.46208
C 0.68371 0.17001 -0.69682
C -0.26697 -0.27550 0.29501
C -1.60465 -0.13626 0.14753
O -2.48648 0.03819 1.14490
H 2.67670 0.41129 -1.29685
H 2.46844 0.05506 0.48272
H 0.46873 0.45868 -1.72450
H 0.11484 -1.01020 0.99679
H -2.09164 -0.27621 -0.81201
H -1.95848 0.25708 1.92532
*
```


# C4H6O

C4H6O in the gas phase (ωB97M-V/def2-TZVPD, the OMol25 dataset).

Output
structure (SMILES) = C#CCCO

Geometry as ORCA input:
```
! RIJCOSX wB97M-V def2-TZVPD def2/J DEFGRID3
* xyz 0 1
C -0.91718 -0.37691 0.02904
C 0.05490 0.80369 0.00712
C 1.38299 0.23148 -0.07708
C 2.50167 -0.21176 -0.05721
H -2.79386 -0.66058 -0.20007
H -0.62887 -0.99253 -0.84622
H -0.84054 -1.08592 0.94114
H 0.07643 1.36011 1.03104
H -0.13357 1.46862 -0.85481
H 3.49997 -0.65550 0.07794
O -2.20193 0.11931 -0.05090
*
```


# C4H6O

C4H6O in the gas phase (ωB97M-V/def2-TZVPD, the OMol25 dataset).

Output
structure (SMILES) = C1O[C@H]2C[C@@H]12

Geometry as ORCA input:
```
! RIJCOSX wB97M-V def2-TZVPD def2/J DEFGRID3
* xyz 0 1
C -1.18300 -0.41717 -0.15579
C 0.01032 -0.03316 0.72490
C 1.29075 -0.23763 -0.05701
O 0.79875 0.30353 -1.25285
C -0.52945 0.88197 -0.29746
H -2.18410 -0.47263 0.24807
H -0.93965 -1.12021 -0.93944
H -0.04410 0.07101 1.80165
H 1.67614 -1.24491 -0.16777
H 2.08956 0.38551 0.35444
H -0.98522 1.88369 -0.25874
*
```


# C4H6O

A molecular structure, C4H6O (ωB97M-V/def2-TZVPD, the OMol25 dataset).

Geometry as ORCA input:
```
! RIJCOSX wB97M-V def2-TZVPD def2/J DEFGRID3
* xyz 0 1
C -1.10099 -0.50418 -0.13510
C -0.01087 -0.01313 0.77696
C 1.27100 -0.15406 -0.05025
O 0.79596 0.78209 -1.04605
C -0.45396 0.83135 -0.38116
H -2.12164 -0.44020 0.23041
H -0.89394 -1.40776 -0.70919
H -0.08655 0.10024 1.85393
H 1.38736 -1.14032 -0.50647
H 2.20827 0.17434 0.40550
H -0.99463 1.77162 -0.43858
*
```


Here are the calculated electronic energy numbers, same order: -6290.6215 -6287.4306 -6290.3273 -6290.1957 -6289.2349 -6290.1822 (eV).
Here are the calculated HOMO-LUMO gap numbers, same order: 10.87 9.60 8.78 10.83 10.65 10.44 (eV).
Here are the calculated highest occupied orbital energy numbers, same order: -0.3562 -0.3253 -0.2921 -0.3669 -0.3488 -0.3402 (Eh).